DFT (ωB97M-V/def2-TZVPD) results for C36H48AlO2SeTe2 as an isolated structure.

Calculated values
highest occupied orbital energy = -0.139 hartree
LUMO = 0.081 Ha
orbital gap = 5.98 eV

```
! RIJCOSX wB97M-V def2-TZVPD def2/J DEFGRID3
* xyz -1 1
Te -1.60 -4.00 -3.06
Te -3.58 -1.35 -3.50
Se -1.72 -0.80 0.59
Al -1.64 -0.73 -2.19
O -1.69 1.02 -1.82
O 0.01 -1.23 -1.83
C 0.96 -0.68 1.63
C -1.77 1.12 0.54
C -1.75 3.99 3.03
C -1.80 1.83 1.72
C 3.23 -0.42 2.78
C 2.43 -0.36 4.07
C 2.98 -0.87 -2.21
C 3.83 0.41 -2.30
C -1.30 3.23 -3.33
C 4.02 0.89 2.64
C -1.66 5.50 2.82
C -1.56 3.15 -0.75
C -0.16 4.88 -1.90
C 3.91 -2.10 -2.19
C -1.66 1.75 -0.72
C -1.86 -7.94 -1.69
C -2.99 -8.56 -1.16
C -0.60 -5.79 -2.25
C -0.55 3.56 3.90
C -2.66 4.91 -2.13
C 4.21 -1.60 2.87
C -2.58 -4.31 -1.17
C 2.90 -0.68 0.28
C -1.72 3.22 1.71
C -3.99 -7.80 -0.58
C 2.34 -0.60 1.55
C 0.78 -0.96 -0.79
C 0.20 -0.85 0.49
C -1.42 4.01 -2.02
C -3.87 -6.41 -0.54
C 2.15 -0.94 -3.49
C -1.59 3.83 0.47
C -2.75 -5.79 -1.07
C -1.72 -6.56 -1.64
C 2.18 -0.84 -0.90
C -3.05 3.69 3.78
H 0.44 -0.60 2.58
H -4.66 -5.81 -0.11
H 4.38 0.42 -3.25
H 4.84 -1.50 3.76
H -3.09 -9.64 -1.22
H 4.66 0.88 1.76
H -0.56 4.09 4.85
H -2.58 5.54 -3.02
H 3.68 -2.54 2.93
H -1.09 -8.54 -2.16
H 4.87 -1.64 2.00
H -1.70 6.01 3.79
H -0.42 2.59 -3.34
H -0.58 2.49 4.11
H -3.08 4.23 4.73
H -0.73 5.79 2.33
H -3.56 4.31 -2.21
H -0.05 5.49 -2.80
H -1.89 -3.93 -0.41
H 4.56 0.49 -1.49
H 3.32 -3.01 -2.15
H -4.87 -8.27 -0.18
H -0.02 -6.36 -2.98
H 1.56 -1.85 -3.56
H -3.51 -3.74 -1.12
H 2.83 -0.90 -4.34
H 1.75 0.49 4.08
H -3.14 2.62 4.00
H 4.51 -2.12 -3.10
H 1.84 -1.27 4.23
H 4.58 -2.09 -1.34
H 3.98 -0.60 0.21
H 3.20 1.29 -2.27
H -0.20 5.56 -1.04
H -2.49 5.87 2.21
H 1.46 -0.09 -3.58
H 0.39 3.77 3.39
H 3.11 -0.25 4.92
H 0.73 4.26 -1.79
H -2.76 5.57 -1.26
H 4.66 1.04 3.52
H 3.35 1.74 2.56
H -1.19 3.96 -4.14
H -3.91 3.98 3.19
H -1.51 4.91 0.44
H -1.88 1.29 2.65
H -2.17 2.61 -3.53
H 0.07 -5.41 -1.48
*
```

DFT (ωB97M-V/def2-TZVPD) results for C36H48AsN2O2S6SeTa as an isolated structure.

Calculated values
highest occupied orbital energy = -0.281 hartree
LUMO = -0.014 Ha
orbital gap = 7.25 eV

```
! RIJCOSX wB97M-V def2-TZVPD def2/J DEFGRID3
* xyz 0 1
Ta 0.99 1.95 -1.83
Se 1.07 -0.88 -1.74
As 0.96 3.55 -4.37
S -0.15 4.02 -2.48
S 0.72 1.30 -4.15
S 0.05 4.26 -6.06
S 3.18 5.39 0.82
S 5.69 0.62 -2.43
S 2.94 3.83 -3.74
O 1.34 1.39 0.10
O -0.79 1.37 -1.50
N 3.31 1.35 -1.96
N 2.24 3.55 -0.64
C 4.01 0.48 -2.67
C 1.39 -0.98 0.12
C 0.48 5.08 0.35
C -2.86 -2.24 -1.50
C 1.36 1.21 4.54
C -4.65 -3.56 -2.63
C -4.43 -3.61 -0.13
C 1.50 -2.21 0.76
C 1.87 4.59 0.08
C 4.15 2.19 -1.25
C -5.19 1.27 -1.22
C -3.24 2.44 -0.24
C 1.67 -3.56 2.93
C -2.90 0.23 -1.43
C -3.53 -1.01 -1.41
C 0.04 2.24 2.73
C 4.27 4.25 0.19
C 2.96 -3.55 3.76
C 1.52 -1.03 2.82
C 5.47 1.91 -1.35
C -3.66 -3.53 -1.46
C 1.69 -4.78 2.02
C -3.50 2.26 -2.74
C 0.46 -3.67 3.87
C 1.34 1.49 3.04
C 1.38 0.23 0.79
C 1.57 -2.25 2.14
C -1.50 0.21 -1.51
C -0.82 -0.99 -1.63
C -1.48 -2.21 -1.63
C 3.58 -0.54 -3.66
C -2.76 -4.76 -1.56
C 3.60 3.34 -0.55
C -3.70 1.54 -1.40
C 2.56 2.37 2.73
C 1.42 0.21 2.21
H 0.51 -4.61 4.43
H -4.60 -1.03 -1.33
H -5.61 0.69 -2.04
H 0.51 0.61 4.86
H 2.54 -4.76 1.34
H 0.44 5.54 1.33
H -2.21 -4.79 -2.50
H -0.23 4.26 0.32
H 0.02 3.19 3.27
H 1.76 -5.68 2.62
H -5.00 -4.54 -0.08
H -4.13 -3.48 -3.58
H -3.33 1.91 0.72
H -3.88 3.32 -0.20
H 1.55 -1.06 3.90
H 4.29 -0.56 -4.48
H -0.07 2.44 1.67
H 2.61 2.61 1.67
H 2.61 -0.29 -4.08
H -0.82 1.65 3.06
H -0.47 -3.66 3.31
H -3.37 -5.67 -1.51
H 2.51 3.30 3.30
H -2.46 2.50 -2.93
H 6.30 2.44 -0.90
H -5.36 -2.73 -2.57
H 1.50 -3.12 0.17
H 2.28 0.71 4.86
H -3.87 1.64 -3.56
H -5.41 0.76 -0.28
H -3.75 -3.57 0.72
H -4.07 3.19 -2.74
H 0.77 -4.85 1.42
H 1.30 2.16 5.08
H 2.98 -2.72 4.47
H -2.04 -4.81 -0.74
H 0.43 -2.85 4.59
H 3.83 -3.46 3.12
H -5.22 -4.49 -2.63
H 3.48 1.86 3.01
H -0.91 -3.12 -1.72
H 3.55 -1.53 -3.21
H 3.04 -4.47 4.34
H -5.14 -2.79 -0.03
H 5.33 4.30 0.39
H -2.21 2.76 -0.36
H -5.72 2.23 -1.20
H 0.19 5.81 -0.40
*
```

DFT (ωB97M-V/def2-TZVPD) results for C36H48CaN11O4S as an isolated structure.

Calculated values
highest occupied orbital energy = -0.343 hartree
LUMO = -0.063 Ha
orbital gap = 7.63 eV

```
! RIJCOSX wB97M-V def2-TZVPD def2/J DEFGRID3
* xyz 1 1
Ca -1.06 0.66 0.18
S 1.18 1.06 -1.46
O -2.00 -0.93 -1.26
O -0.78 -1.22 1.45
O -0.15 1.47 -1.92
O 1.34 -0.38 -1.45
N 0.63 -2.28 2.88
N -1.80 -2.21 -4.45
N -2.78 3.28 3.80
N -5.55 0.64 1.35
N -3.92 1.86 2.40
N 1.29 1.72 -0.04
N -3.51 1.06 0.25
N 1.53 3.29 2.18
N -1.30 -3.33 2.08
N -1.60 2.09 2.14
N -1.54 -2.24 -3.08
C 3.77 2.47 2.62
C 2.57 2.48 1.86
C 2.46 1.62 0.71
C 5.41 3.51 -5.02
C 1.59 -1.20 2.67
C 2.41 1.75 -2.51
C -2.42 -0.25 -3.57
C 4.37 2.89 -4.13
C 0.64 -2.84 4.23
C -4.03 3.91 4.20
C 2.83 4.22 3.97
C 4.83 1.61 2.27
C 3.87 3.37 3.70
C -2.58 -3.22 1.39
C -1.98 -1.08 -2.49
C 1.68 4.13 3.17
C -0.84 -4.69 2.31
C -2.47 -0.52 -6.13
C -0.85 -2.90 -5.32
C -1.84 -5.77 -2.02
C 4.70 0.79 1.19
C -1.64 3.56 4.65
C 3.55 3.69 -3.33
C 3.53 0.80 0.41
C -1.31 -3.47 -2.41
C 3.22 0.94 -3.29
C -0.27 -3.53 -1.49
C 4.19 1.51 -4.09
C -2.26 -0.95 -4.72
C -2.68 2.42 2.74
C 2.57 3.13 -2.53
C -2.10 -4.58 -2.67
C -4.28 1.18 1.26
C -0.80 -5.85 -1.09
C -0.50 -2.24 2.11
C -0.03 -4.73 -0.83
H 0.79 -4.79 -0.11
H 2.53 -1.47 3.14
H -2.90 -4.50 -3.39
H 6.25 2.83 -5.18
H 4.78 3.39 4.29
H -1.93 3.40 5.69
H -2.79 0.76 -3.48
H 4.83 0.87 -4.69
H 0.71 -2.03 4.96
H -4.55 3.33 4.98
H -0.60 -6.78 -0.59
H 5.79 4.43 -4.59
H 1.50 -3.50 4.37
H 1.24 -0.25 3.10
H 2.88 4.94 4.78
H 1.94 3.75 -1.90
H 3.47 0.13 -0.43
H 5.74 1.62 2.87
H -2.89 -2.18 1.36
H -5.95 0.32 0.49
H -1.30 4.59 4.54
H 0.84 4.80 3.37
H -3.94 0.52 -0.50
H -6.21 1.07 1.98
H -0.54 -3.82 -4.83
H -2.44 -6.65 -2.23
H -1.35 -3.16 -6.25
H 1.76 -1.05 1.61
H -3.81 4.89 4.62
H -4.58 1.81 3.16
H -0.80 2.67 2.38
H 0.33 -2.65 -1.31
H -3.12 -1.21 -6.67
H -0.82 2.88 4.42
H 3.08 -0.14 -3.25
H 0.03 -2.28 -5.52
H 4.98 3.75 -5.99
H -4.69 4.06 3.35
H -2.51 -3.59 0.36
H 5.51 0.13 0.91
H 3.68 4.77 -3.34
H -1.30 -5.14 3.19
H -1.09 -5.29 1.44
H 0.24 -4.70 2.43
H -0.27 -3.39 4.43
H -3.32 -3.81 1.93
H -2.91 0.47 -6.15
H -1.51 -0.48 -6.66
*
```

DFT (ωB97M-V/def2-TZVPD) results for C36H48N6O9 as an isolated structure.

Calculated values
highest occupied orbital energy = -0.325 hartree
LUMO = -0.010 Ha
orbital gap = 8.57 eV

```
! RIJCOSX wB97M-V def2-TZVPD def2/J DEFGRID3
* xyz 0 1
O 16.25 -15.60 -4.10
O 15.69 -13.52 -3.58
O 18.20 -16.34 -12.63
O 12.04 -15.36 -8.28
O 13.56 -15.39 -10.05
O 14.42 -14.87 -4.96
O 20.29 -16.20 -13.69
O 20.00 -16.61 -11.48
O 14.24 -15.75 -7.97
N 15.44 -14.97 -12.08
N 8.40 -16.62 -6.93
N 17.25 -15.60 -9.64
N 15.31 -17.44 -10.79
N 12.72 -18.15 -6.01
N 9.75 -13.88 -11.99
C 17.62 -12.97 -14.53
C 19.07 -11.63 -7.36
C 13.86 -18.12 -8.13
C 9.81 -13.65 -9.59
C 11.18 -13.80 -9.54
C 14.68 -16.18 -5.55
C 11.10 -14.02 -12.01
C 19.17 -12.95 -8.00
C 18.48 -13.55 -13.35
C 12.99 -17.57 -7.17
C 17.71 -16.53 -11.34
C 13.17 -18.29 -11.65
C 8.81 -16.75 -8.05
C 16.42 -14.36 -12.06
C 15.47 -14.58 -4.21
C 13.13 -19.48 -5.86
C 10.88 -16.88 -9.42
C 9.04 -13.75 -10.82
C 19.54 -16.32 -12.69
C 13.16 -15.56 -8.70
C 15.66 -18.74 -10.62
C 9.38 -16.78 -9.42
C 18.99 -16.67 -10.48
C 14.87 -19.78 -10.93
C 11.83 -13.91 -10.84
C 15.87 -16.76 -4.81
C 11.53 -17.33 -10.77
C 14.96 -15.40 -10.14
C 15.39 -15.79 -8.77
C 14.14 -20.00 -6.71
C 17.69 -13.45 -8.22
C 13.60 -19.53 -11.38
C 14.55 -19.28 -7.82
C 14.02 -17.24 -11.28
C 17.66 -13.58 -12.01
C 17.44 -14.67 -8.94
H 18.18 -12.98 -15.47
H 18.64 -11.74 -6.36
H 19.95 -13.58 -7.58
H 11.24 -18.37 -10.90
H 9.04 -15.95 -10.03
H 15.86 -16.77 -8.71
H 17.14 -17.45 -11.42
H 11.25 -15.92 -9.06
H 19.11 -15.76 -9.88
H 11.48 -14.18 -13.01
H 18.84 -14.53 -13.67
H 11.06 -17.62 -8.65
H 15.31 -14.38 -10.30
H 15.21 -20.80 -10.84
H 12.82 -20.12 -5.04
H 17.41 -12.59 -11.63
H 13.81 -16.18 -11.36
H 13.03 -20.43 -11.52
H 17.11 -12.04 -14.29
H 8.90 -17.56 -10.01
H 16.50 -17.41 -5.42
H 15.42 -17.49 -4.13
H 18.41 -11.00 -7.96
H 12.87 -14.21 -10.91
H 14.25 -17.57 -8.97
H 12.63 -16.57 -7.39
H 19.14 -17.58 -9.90
H 12.61 -17.35 -10.67
H 17.23 -13.47 -7.23
H 7.97 -13.64 -10.70
H 19.30 -12.84 -13.23
H 13.86 -16.85 -5.33
H 11.28 -16.83 -11.71
H 16.72 -13.58 -14.63
H 16.70 -18.82 -10.34
H 15.37 -19.56 -8.45
H 15.59 -15.86 -10.91
H 9.26 -13.81 -8.67
H 11.69 -13.92 -8.59
H 17.15 -12.70 -8.81
H 19.58 -12.70 -8.98
H 20.03 -11.10 -7.34
H 15.07 -16.23 -6.57
H 16.08 -15.04 -8.39
H 17.14 -15.64 -11.07
H 12.27 -18.09 -12.22
H 14.56 -20.94 -6.38
H 18.30 -13.89 -11.18
*
```

DFT (ωB97M-V/def2-TZVPD) results for C36H49Cl2N2O4PdSTe as an isolated structure.

Calculated values
highest occupied orbital energy (spin up / spin down) = -0.486 / -0.484 hartree
LUMO (spin up / spin down) = -0.267 / -0.295 Ha
orbital gap (spin up / spin down) = 5.94 / 5.14 eV

```
! RIJCOSX wB97M-V def2-TZVPD def2/J DEFGRID3
* xyz 2 2
Te -1.14 -1.91 -0.08
Pd 0.71 0.84 1.84
Cl -3.82 4.33 1.25
Cl 1.37 3.22 2.34
S -1.54 2.22 1.59
O 1.25 -0.09 4.12
O -2.41 -1.86 1.96
O 3.06 0.88 1.43
O 1.78 -1.59 1.67
N -0.76 -0.46 1.68
N 3.40 2.31 -0.30
C -2.94 -5.39 -2.14
C 2.44 -1.83 2.90
C 4.92 2.07 -2.25
C -2.73 -5.17 -3.51
C 0.36 5.69 2.25
C -4.40 -1.56 -0.57
C -4.36 3.08 -2.44
C -2.19 -0.32 -0.97
C -2.21 1.90 -1.87
C -2.23 4.84 1.64
C 0.02 0.89 -1.46
C -2.64 -4.80 0.29
C -0.68 6.61 2.09
C 3.84 1.51 0.69
C -2.00 -4.05 -3.89
C -1.49 0.81 -1.41
C -1.97 6.19 1.79
C -2.46 -4.52 -1.18
C -1.49 -3.15 -2.96
C -1.79 -3.38 -1.63
C 1.52 -1.49 4.04
C 5.33 1.44 0.88
C 2.55 -2.06 0.57
C 5.31 0.72 -1.62
C 0.10 4.36 2.11
C 4.27 3.02 -1.24
C 6.12 0.86 -0.33
C -0.64 -1.98 -3.43
C -1.92 -0.42 3.85
C -3.60 -0.36 -1.02
C -1.67 -0.91 2.44
C -1.20 3.87 1.79
C -4.27 0.76 -1.49
C 2.29 0.64 4.78
C -3.24 -6.16 -4.52
C -3.59 1.90 -1.92
H 5.53 0.86 1.78
H 0.49 0.16 -0.79
H -3.70 3.90 -2.72
H 0.57 -1.99 3.89
H 5.67 2.46 1.09
H -1.40 -1.08 4.54
H -2.77 6.90 1.67
H -1.27 -1.16 -3.79
H -0.02 -1.61 -2.60
H -2.86 -7.16 -4.31
H 6.99 1.49 -0.53
H 3.50 -1.52 0.51
H 2.75 -3.13 0.67
H -1.66 2.78 -2.22
H -4.33 -6.21 -4.48
H -3.49 -6.27 -1.83
H -5.46 -1.33 -0.55
H -1.79 -3.87 -4.94
H 2.72 -2.88 2.97
H 6.50 -0.12 -0.05
H -5.07 3.44 -1.69
H -4.10 -1.88 0.43
H 3.19 0.70 4.17
H -2.99 -0.47 4.07
H 2.53 0.17 5.74
H -4.95 2.79 -3.32
H 4.26 1.89 -3.09
H 5.82 2.56 -2.64
H 1.36 6.03 2.49
H 3.35 -1.22 2.93
H 0.33 1.90 -1.21
H -3.19 -3.99 0.77
H 0.01 -2.29 -4.24
H -5.35 0.74 -1.53
H 1.91 1.64 4.97
H 1.96 -1.84 4.98
H 2.41 2.30 -0.47
H -1.55 0.59 3.98
H 3.67 3.76 -1.75
H -1.66 -4.88 0.78
H 5.03 3.54 -0.67
H 0.37 0.69 -2.48
H 1.97 -1.88 -0.33
H 5.91 0.17 -2.34
H -3.18 -5.72 0.45
H -0.47 7.67 2.19
H 4.41 0.13 -1.43
H -4.25 -2.39 -1.26
H -2.95 -5.88 -5.53
*
```

| no. | energy (Eh) |
| --- | --- |
| 1 | -4731.207085 |
| 2 | -8744.181955 |
| 3 | -3379.730370 |
| 4 | -2405.232695 |
| 5 | -3525.485924 |